(1)
{"formula": "C3H4NP", "method": "the ωB97M-V functional and the def2-TZVPD basis", "spin_multiplicity": 3, "e_tot_ha": -512.56657, "homo_energy_ev": [-5.799, -9.386], "lumo_ev": [0.348, -3.071], "s_squared": 2.02, "gap_ev": [6.15, 6.31], "relative_energy_ev": 3.372, "elements": ["P", "N", "C", "C", "C", "H", "H", "H", "H"], "coordinates": [[1.769, 0.411, -0.072], [-0.443, -1.192, -0.126], [0.826, -1.198, -0.049], [-0.430, 1.209, -0.331], [-1.108, 0.081, -0.228], [1.118, -2.229, 0.137], [1.191, 0.758, 1.225], [-0.729, 2.184, -0.192], [-2.195, -0.024, -0.364]], "forces_ev_per_a": [[-3.94, -0.48, 1.10], [-2.05, 4.38, 0.48], [2.79, -1.78, -0.12], [2.80, -3.22, 0.21], [-2.02, -1.32, -1.05], [1.40, 0.15, -0.50], [1.00, 0.21, -0.29], [-0.45, 1.95, -0.13], [0.46, 0.11, 0.29]], "mulliken_charge": [-0.011, -0.164, -0.315, -0.838, 0.080, 0.446, 0.056, 0.379, 0.369]}

(2)
{"formula": "C22H22N2O5", "method": "the ωB97M-V functional and the def2-TZVPD basis", "spin_multiplicity": 1, "e_tot_ha": -1337.30456, "homo_energy_ev": -8.317, "lumo_ev": 0.629, "gap_ev": 8.95, "relative_energy_ev": 0.732, "elements": ["O", "O", "O", "O", "O", "N", "N", "C", "C", "C", "C", "C", "C", "C", "C", "C", "C", "C", "C", "C", "C", "C", "C", "C", "C", "C", "C", "C", "C", "H", "H", "H", "H", "H", "H", "H", "H", "H", "H", "H", "H", "H", "H", "H", "H", "H", "H", "H", "H", "H", "H"], "coordinates": [[1.943, -0.438, 1.876], [-2.479, -1.055, 0.989], [1.774, -3.922, 1.337], [4.077, -1.480, -2.572], [1.780, -0.624, -4.115], [0.281, 1.042, 1.298], [-0.263, -1.074, 1.544], [-1.130, 1.008, 0.986], [5.154, -1.893, -1.763], [1.722, -1.240, -2.907], [-3.813, 3.199, 2.550], [2.803, -1.681, -2.113], [-1.430, -0.486, 1.159], [0.162, -2.011, -1.213], [1.056, -3.053, 0.905], [0.804, -0.164, 1.605], [0.423, -1.433, -2.436], [-3.482, 2.637, 0.138], [-3.076, 2.525, 1.581], [-3.463, 3.145, 3.885], [-2.359, 2.407, 4.277], [3.000, -0.449, -4.804], [2.527, -2.293, -0.902], [-0.091, -2.491, 1.748], [-1.386, 1.444, -0.463], [-2.885, 1.525, -0.716], [-1.618, 1.732, 3.327], [1.225, -2.445, -0.428], [-1.962, 1.792, 1.980], [0.124, -2.704, 2.800], [-0.860, -2.155, -0.900], [-4.571, 2.624, 0.067], [5.151, -2.976, -1.612], [3.498, -1.402, -4.989], [-3.344, 0.571, -0.454], [6.050, -1.607, -2.311], [-4.052, 3.673, 4.620], [3.321, -2.647, -0.265], [-4.677, 3.771, 2.243], [-0.758, 1.152, 3.629], [0.830, 1.884, 1.286], [-0.927, 2.424, -0.615], [5.143, -1.388, -0.792], [-1.033, -2.976, 1.472], [-3.075, 1.720, -1.772], [2.722, 0.007, -5.754], [-3.143, 3.608, -0.240], [-0.908, 0.734, -1.140], [-2.079, 2.353, 5.318], [3.678, 0.215, -4.265], [-0.382, -1.106, -3.076]], "forces_ev_per_a": [[0.36, -0.28, 0.18], [-0.16, -0.05, -0.07], [-0.07, 0.06, 0.02], [-0.41, 0.09, -0.14], [-0.20, -0.07, 0.31], [-0.09, 0.25, -0.08], [0.12, -0.27, 0.20], [-0.10, 0.21, -0.27], [0.18, -0.05, 0.11], [-0.18, -0.08, 0.12], [0.02, -0.01, 0.07], [0.03, -0.01, -0.07], [0.05, 0.08, -0.02], [0.27, -0.16, 0.14], [-0.19, 0.00, 0.22], [-0.10, 0.19, -0.02], [0.24, 0.04, -0.16], [-0.01, -0.13, -0.19], [0.02, 0.02, 0.07], [-0.07, 0.05, -0.02], [0.08, -0.08, 0.06], [0.38, 0.12, -0.35], [-0.14, 0.02, 0.03], [0.13, -0.19, 0.32], [-0.28, -0.27, 0.08], [0.01, 0.21, -0.07], [-0.05, 0.06, 0.02], [0.30, 0.03, -0.64], [-0.08, 0.08, 0.10], [-0.03, -0.06, -0.19], [-0.17, 0.02, 0.08], [0.01, 0.07, 0.01], [-0.01, 0.04, 0.02], [-0.03, 0.08, 0.00], [-0.03, 0.02, -0.08], [-0.03, -0.05, 0.09], [-0.05, 0.05, 0.06], [0.13, -0.01, 0.03], [-0.10, 0.06, -0.04], [0.08, -0.03, 0.04], [0.08, -0.09, 0.03], [0.07, 0.01, 0.00], [0.00, -0.03, -0.02], [0.08, 0.07, 0.03], [-0.02, -0.03, -0.01], [0.04, -0.04, 0.06], [-0.06, 0.00, -0.04], [0.08, 0.06, 0.04], [0.02, 0.00, 0.10], [-0.06, -0.06, -0.07], [-0.08, 0.03, -0.09]], "mulliken_charge": [-0.655, -0.681, -0.610, -0.482, -0.462, -0.091, 0.332, 2.588, -0.963, 0.468, -0.752, 1.375, 0.035, -0.403, 0.296, 0.087, -0.818, -1.306, 0.734, -0.583, -0.847, -0.780, -0.436, -0.824, -0.981, -0.804, -0.731, -0.416, -0.297, 0.330, 0.520, 0.492, 0.353, 0.295, 0.367, 0.254, 0.393, 0.514, 0.432, 0.388, 0.242, 0.532, 0.372, 0.435, 0.390, 0.299, 0.365, -0.112, 0.413, 0.261, 0.471]}

Please write out number 1 again, unchanged.
{"formula": "C3H4NP", "method": "the ωB97M-V functional and the def2-TZVPD basis", "spin_multiplicity": 3, "e_tot_ha": -512.56657, "homo_energy_ev": [-5.799, -9.386], "lumo_ev": [0.348, -3.071], "s_squared": 2.02, "gap_ev": [6.15, 6.31], "relative_energy_ev": 3.372, "elements": ["P", "N", "C", "C", "C", "H", "H", "H", "H"], "coordinates": [[1.769, 0.411, -0.072], [-0.443, -1.192, -0.126], [0.826, -1.198, -0.049], [-0.430, 1.209, -0.331], [-1.108, 0.081, -0.228], [1.118, -2.229, 0.137], [1.191, 0.758, 1.225], [-0.729, 2.184, -0.192], [-2.195, -0.024, -0.364]], "forces_ev_per_a": [[-3.94, -0.48, 1.10], [-2.05, 4.38, 0.48], [2.79, -1.78, -0.12], [2.80, -3.22, 0.21], [-2.02, -1.32, -1.05], [1.40, 0.15, -0.50], [1.00, 0.21, -0.29], [-0.45, 1.95, -0.13], [0.46, 0.11, 0.29]], "mulliken_charge": [-0.011, -0.164, -0.315, -0.838, 0.080, 0.446, 0.056, 0.379, 0.369]}